Here is C2H4N4O2 as an isolated structure at a distorted geometry from the Open Molecules 2025 dataset. Energies are from ωB97M-V/def2-TZVPD.

Element x y z (Å)
1 C 1.3738 -0.0875 -0.0098
2 C -0.4769 0.6704 -0.0822
3 H -2.5490 -0.2745 0.8625
4 H -2.5674 -1.0074 -0.4565
5 H 2.8936 0.9057 0.3187
6 H -1.2958 1.9804 0.6557
7 N -1.8652 -1.1885 0.3219
8 N -0.6444 -0.6848 -0.3907
9 N 2.6520 -0.1550 0.1335
10 N 0.7128 1.2557 -0.0210
11 O 0.6611 -1.2044 -0.0542
12 O -1.6421 1.2428 -0.0877

The calculation puts the energy above the lowest of the compared OMol25 structures with the same formula, charge and spin at 5.2270 eV. Its HOMO energy is -9.31 eV. The frontier orbital gap comes out at 9.175 eV. Its molecular weight is 116.080 g/mol. The net charge is 0.